[1]
C5H10O2 | wB97M-V/def2-TZVPD

The net charge is 0. For the HOMO energy, the calculation gives -0.314 Eh. The value obtained for the energy above the lowest of the compared OMol25 structures with the same formula, charge and spin is 92.3 kcal/mol. The value obtained for the orbital gap is 9.379 eV.

The geometry in XYZ format:
```
17
Properties=species:S:1:pos:R:3:forces:R:3:lowdin_charge:R:1
C 2.53196 1.11688 0.15462 0.3120 0.1281 -0.1149 -0.067
O 1.22755 0.82250 0.67469 -0.0198 -0.4884 0.1030 -0.152
C 1.02450 -0.42845 1.00837 -0.3193 0.4283 -0.0201 -0.044
C -0.44054 -0.56810 1.34640 0.0553 -0.0563 0.0934 -0.216
C -1.12209 -1.02285 0.03644 -0.0379 -0.0845 -0.0950 -0.194
C -1.54182 0.15246 -0.84258 0.0496 0.1644 0.3490 -0.283
O -1.97783 -0.26165 -2.12249 0.1727 -0.1142 -0.2030 -0.068
H 2.42393 1.31835 -0.91676 0.0638 -0.0201 0.2290 0.090
H 3.18651 0.25544 0.32245 -0.1531 0.2175 -0.0387 0.081
H 2.90393 2.01084 0.66419 -0.0822 -0.1853 -0.0961 0.089
H -0.42218 -1.66014 -0.52598 -0.1058 0.0788 0.0665 0.110
H -0.55402 -1.34669 2.10669 0.0422 0.1087 -0.1287 0.102
H -0.90175 0.36159 1.71117 0.1113 -0.0891 -0.0529 0.114
H -1.99789 -1.64124 0.25425 0.1072 0.0764 -0.0117 0.116
H -2.39573 0.66742 -0.38946 0.1330 -0.0507 -0.0323 0.124
H -0.72402 0.88623 -0.91509 -0.1435 -0.1421 -0.0270 0.111
H -1.22055 -0.66260 -2.56689 -0.1854 0.0285 -0.0205 0.086
```
Forces are in eV/Å.

[2]
C12H20B2 | wB97M-V/def2-TZVPD

Its SMILES is CC(C)B1CC=C2B(C(C)C)CC=C12. The net charge is 0. For the HOMO energy, the calculation gives -0.299 Eh. The value obtained for the energy above the lowest of the compared OMol25 structures with the same formula, charge and spin is 0.0 kcal/mol. The value obtained for the orbital gap is 8.596 eV.

The geometry in XYZ format:
```
34
Properties=species:S:1:pos:R:3:forces:R:3:lowdin_charge:R:1
B 1.54843 1.28383 0.21067 0.5090 0.2814 -0.0572 -0.212
B -1.64763 -1.30813 -0.06996 2.0005 2.6283 1.5562 -0.012
C 0.38969 -0.59489 -1.36866 0.1955 0.2377 0.1791 -0.047
C -0.33141 0.92480 1.74308 0.1603 0.1614 0.0454 -0.093
C 0.55440 0.20773 -0.30237 -0.1167 -0.2565 -0.3184 -0.141
C -0.48724 0.09692 0.71743 -2.8043 -3.1798 -1.4692 -0.057
C -0.81583 -1.50656 -1.39210 0.0545 0.0377 0.1113 -0.114
C 0.90689 1.78151 1.58657 -0.0227 0.0102 0.0414 -0.097
C 2.49270 2.78524 -1.61045 -0.1031 -0.2864 0.1157 -0.078
C 3.86121 2.51133 0.46121 -0.1730 -0.2662 -0.0938 -0.096
C -3.94053 -2.41662 -0.57805 0.2081 0.2275 0.1034 -0.090
C -2.51650 -3.23981 1.31259 0.1731 0.2453 -0.0366 -0.078
C 2.87562 1.81151 -0.48040 -0.0101 0.0478 0.1666 -0.347
C -2.93700 -1.99589 0.50561 -0.0933 -0.0073 -0.1410 -0.369
H 1.07110 -0.61878 -2.20860 0.1429 0.0402 -0.0816 0.109
H -0.98062 1.01623 2.59912 -0.1694 -0.0561 0.1098 0.097
H -0.47494 -2.54039 -1.52243 -0.1498 -0.1480 0.0051 0.116
H -1.40439 -1.29590 -2.29202 -0.1937 -0.0917 -0.0162 0.115
H 1.55973 1.67699 2.45802 0.2071 0.0849 -0.0200 0.106
H 0.62730 2.84016 1.55916 0.1420 0.1648 -0.0281 0.111
H 1.98596 3.65474 -1.19733 -0.0819 0.1750 -0.0230 0.081
H 1.82742 2.30835 -2.32538 -0.1000 0.0297 -0.1568 0.072
H 3.38295 3.12677 -2.13671 0.0606 0.0599 -0.0446 0.077
H 4.18003 1.84203 1.25684 0.0787 -0.0049 0.1555 0.075
H 4.74756 2.83435 -0.08415 0.0945 0.0637 -0.0112 0.073
H 3.40396 3.38819 0.91390 -0.0415 0.1288 0.1076 0.077
H -3.48403 -3.11964 -1.27113 0.0213 -0.0935 -0.1367 0.078
H -4.28470 -1.55092 -1.14001 -0.0928 0.0171 -0.1371 0.077
H -4.80880 -2.89667 -0.12868 -0.0755 -0.0496 0.0171 0.077
H -2.05375 -3.97872 0.66049 0.0602 -0.1209 -0.0258 0.081
H -1.80560 -2.97474 2.09154 0.0814 -0.0755 0.1318 0.077
H -3.38829 -3.69688 1.77988 -0.0365 -0.0208 0.0059 0.080
H 3.40706 0.97384 -0.94857 -0.1370 -0.0814 -0.0073 0.127
H -3.46072 -1.32997 1.20091 0.2115 0.0972 -0.0472 0.125
```
Forces are in eV/Å.

[3]
C24H25Cl34INO4S | wB97M-V/def2-TZVPD

The net charge is +1. For the HOMO energy, the calculation gives -0.445 Eh. The value obtained for the orbital gap is 7.247 eV.

The geometry in XYZ format:
```
90
Properties=species:S:1:pos:R:3:forces:R:3:lowdin_charge:R:1
C -2.53674 -2.49931 2.05906 0.9504 0.2739 -1.0530 0.021
C -2.40382 -1.42311 1.53701 0.2297 0.1700 -0.3563 -0.214
C -2.10066 -0.17052 0.76361 -0.6563 -1.8228 -0.2352 -0.212
C -1.35064 -0.67110 -0.44402 0.1496 0.9516 1.0995 -0.163
N -2.11600 -1.11377 -1.43081 -0.4879 -0.0782 -0.3282 0.181
C -1.64439 -1.60307 -2.57869 -0.5695 -0.3031 -0.2321 -0.126
C -0.30603 -1.68632 -2.78360 0.5750 -0.1616 -0.5968 -0.552
I 0.25163 -2.50506 -4.63496 0.0601 0.2334 0.4700 1.125
C 0.54751 -1.23514 -1.77124 0.8114 0.9588 -0.4049 -0.050
C 2.05646 -1.32284 -1.91718 1.5305 -0.6320 0.5441 -0.478
O 2.62560 -1.99040 -1.09529 -0.4702 -0.6563 -0.4507 0.145
O 2.68660 -0.68655 -2.90689 -1.8741 -0.5263 -0.3725 -0.056
C 3.71364 -1.44798 -3.56896 1.7938 0.3616 0.1574 -0.224
C 4.37666 -0.58665 -4.67043 -1.8119 -0.6790 0.6783 -0.660
C 3.47755 -0.54281 -5.91724 0.9166 0.3623 0.4243 -0.105
Cl 4.57480 1.02481 -3.92779 0.7024 0.2008 -0.4305 0.670
C 0.02342 -0.70144 -0.59422 0.1779 -0.6762 -0.1055 -0.071
S 1.05355 -0.02524 0.74507 0.7516 1.6133 1.0143 0.689
C 0.78393 -0.98648 2.21933 0.0925 -0.5951 -0.7086 -0.075
O 2.44080 0.03401 0.42362 -0.0039 -1.3671 -0.0413 -0.308
O 0.52523 1.29396 0.98304 -2.0419 -1.2983 0.3481 -0.401
H -2.44873 -3.52977 2.30901 -0.3926 -0.0351 0.4680 0.065
H -1.51868 0.47768 1.40473 -0.0721 0.5105 -0.3501 0.091
H -3.08579 0.28069 0.46706 1.5730 -0.2412 -0.2036 0.053
H -3.12404 -1.07883 -1.30773 0.0140 0.0211 0.0645 0.202
H -2.37036 -1.95077 -3.29973 -0.0827 0.0697 -0.0101 0.082
H 3.33160 -2.37568 -3.97809 -0.3688 -0.0241 -0.0832 0.043
H 4.51161 -1.71104 -2.87407 -0.2706 0.0869 0.3821 0.133
H 5.32890 -1.07369 -4.84889 0.2710 0.3577 -0.1673 0.100
H 2.78695 0.29141 -5.82178 -0.1444 -0.0872 -0.1731 0.074
H 2.94474 -1.48486 -5.96880 -0.1207 -0.1161 -0.2609 0.023
H 4.10072 -0.42496 -6.80084 -0.2019 0.1259 -0.1454 0.084
H 1.55439 -0.64842 2.90892 0.0196 0.1976 -0.0331 0.095
H -0.21328 -0.82142 2.60795 -0.0240 0.0408 0.0827 0.052
H 0.94700 -2.04117 1.99530 -0.0182 -0.0180 0.0185 0.088
C 3.61672 -5.35829 0.43846 0.0324 -0.1775 -0.0173 -1.556
Cl 4.66505 -5.80223 -0.90926 -0.0095 0.1086 -0.0003 0.524
Cl 1.91528 -5.56190 -0.01894 -0.0263 0.0944 0.0164 0.492
Cl 3.99508 -6.32764 1.85795 -0.0347 0.0622 0.0043 0.545
H 3.78244 -4.31666 0.68149 -0.0160 0.0168 -0.0882 0.006
C 4.46443 -5.54131 -5.71572 0.0885 -0.0462 -0.2053 -1.531
Cl 4.22175 -6.54732 -7.13589 -0.0117 0.0148 0.0579 0.559
Cl 5.71663 -4.33437 -6.00669 -0.0381 0.0319 0.0706 0.543
Cl 2.94422 -4.76074 -5.23729 0.0067 -0.0836 0.0677 0.473
H 4.78509 -6.17413 -4.89828 -0.0389 0.0311 0.0309 0.014
C 8.15753 2.94251 -4.82870 0.0587 0.0546 0.0028 -1.566
Cl 8.53230 1.26641 -5.24275 -0.0417 -0.0380 0.0012 0.503
Cl 9.12954 3.47869 -3.45953 -0.0422 -0.0177 -0.0012 0.529
Cl 8.39996 3.99714 -6.22068 -0.0365 -0.0203 0.0138 0.529
H 7.11447 2.99153 -4.54378 0.0033 -0.0253 -0.0060 -0.013
C -4.79455 2.47986 2.31030 -0.0326 0.2794 -0.0899 -1.487
Cl -4.10012 0.85166 2.14898 -1.3186 1.4127 1.1800 0.628
Cl -3.55380 3.70544 2.08035 0.1115 -0.0873 -0.1376 0.545
Cl -6.11497 2.70346 1.17545 0.1043 -0.1119 -0.1054 0.538
H -5.19151 2.58062 3.31324 0.0192 -0.0659 0.0057 -0.033
C 2.21548 3.06097 0.34936 0.5135 0.4727 -0.0652 -1.523
Cl 2.96778 2.35279 -1.07859 0.0427 0.3605 -0.3069 0.587
Cl 3.30716 4.21705 1.11924 0.0007 0.0987 0.0159 0.572
Cl 0.68627 3.83444 -0.06934 0.0963 0.3402 -0.0894 0.573
H 2.01106 2.26466 1.05365 0.4170 0.7313 -0.2176 -0.033
C -6.27877 -1.92701 4.28622 0.0255 0.1184 0.1473 -1.475
Cl -4.90084 -1.79087 3.17978 -0.9108 -0.7965 0.4619 0.529
Cl -5.73799 -2.43725 5.88445 -0.3374 -0.1631 -0.1422 0.521
Cl -7.14733 -0.39043 4.38138 0.0188 -0.0202 -0.0522 0.539
H -6.95549 -2.67633 3.89719 -0.0062 0.0212 -0.0089 0.018
C -9.47921 4.78586 2.62691 -0.0587 -0.0459 -0.0556 -1.558
Cl -8.69790 5.26544 1.11807 0.0067 0.0319 0.0325 0.510
Cl -11.16477 4.35827 2.34828 0.0289 0.0183 0.0243 0.545
Cl -8.61258 3.44641 3.38615 -0.0785 0.0287 0.1283 0.490
H -9.45044 5.62996 3.30372 0.0246 -0.0098 0.0056 0.001
C -2.42361 -5.11574 -2.77280 0.0230 -0.1957 0.0142 -1.570
Cl -3.53879 -4.29785 -3.88040 -0.0013 0.0576 -0.0002 0.544
Cl -3.31084 -6.08092 -1.59913 0.0190 0.0687 0.0049 0.559
Cl -1.26525 -6.09735 -3.65847 -0.0063 0.0149 0.0051 0.541
H -1.87092 -4.35633 -2.23262 0.0091 -0.0094 0.0070 -0.018
C -2.36785 -0.66258 6.96959 -0.0499 0.1339 0.0022 -1.528
Cl -2.56414 -1.57364 5.46671 0.3214 0.0812 0.0743 0.493
Cl -1.25637 0.68757 6.73248 0.0142 -0.0334 0.0003 0.530
Cl -3.92856 -0.08813 7.55596 0.1469 0.0413 0.0387 0.528
H -1.94572 -1.32387 7.71478 -0.0018 -0.0003 -0.0076 0.017
C 6.36344 6.03082 2.34481 0.0727 0.0657 0.0222 -1.571
Cl 5.67597 7.10332 3.56519 -0.0204 -0.0244 -0.0148 0.524
Cl 7.10100 6.95703 1.03824 -0.0298 -0.0282 0.0035 0.528
Cl 7.53218 4.92457 3.06796 -0.0304 -0.0136 -0.0124 0.524
H 5.55956 5.44128 1.92576 0.0431 -0.0010 -0.0060 -0.062
C -5.18226 6.31915 5.00009 0.0210 0.0654 -0.1629 -1.523
Cl -3.73094 7.25787 4.66544 -0.0294 -0.0227 0.0243 0.546
Cl -6.42039 6.62716 3.77938 0.0108 -0.0109 0.0069 0.534
Cl -4.80299 4.59423 5.07462 -0.0732 0.0037 0.3122 0.531
H -5.56968 6.62141 5.96398 -0.0068 -0.0307 0.0011 0.016
```
Forces are in eV/Å.

[4]
C5H4INS | wB97M-V/def2-TZVPD

The net charge is 0. For the HOMO energy (alpha / beta), the calculation gives -0.219 / -0.359 Eh. The value obtained for the energy above the lowest of the compared OMol25 structures with the same formula, charge and spin is 0.0 kcal/mol. The value obtained for the orbital gap (alpha / beta) is 6.535 / 6.539 eV. The multiplicity is 3.

The geometry in XYZ format:
```
12
Properties=species:S:1:pos:R:3:forces:R:3:mulliken_spin:R:1
C 0.19472 -1.53409 0.63701 -1.0934 3.7869 -2.8474 -0.006
C -0.48760 -0.61579 -0.20816 -0.2960 -6.3198 4.1694 0.392
C 1.52861 -1.25474 0.84505 1.8674 -0.3184 0.9975 0.590
C 0.35008 0.37393 -0.62279 1.2762 3.9508 -1.6437 0.473
C -0.05105 1.46879 -1.37694 1.4759 -2.1415 0.9982 0.028
N -0.19323 2.14833 -2.29017 -0.7118 1.9029 -1.6118 0.335
S 1.93596 0.20536 0.01358 2.3646 1.2949 -0.1147 0.133
I -1.80769 2.45352 1.18599 0.9038 1.9156 4.0643 0.023
H -0.15422 -2.40404 0.96225 -2.0190 -3.3781 1.3734 0.002
H -1.45267 -0.86946 -0.51619 -1.3048 0.1927 -0.6680 0.023
H 2.30241 -1.81499 1.45575 -1.2908 0.8612 -0.9458 0.008
H -2.16531 1.84317 -0.08538 -1.1721 -1.7472 -3.7714 -0.001
```
Forces are in eV/Å.

[5]
C3H3NS | wB97M-V/def2-TZVPD

Its SMILES is C#CC(N)=S. The net charge is 0. For the HOMO energy, the calculation gives -0.326 Eh. The value obtained for the energy above the lowest of the compared OMol25 structures with the same formula, charge and spin is 70.0 kcal/mol. The value obtained for the orbital gap is 8.391 eV.

The geometry in XYZ format:
```
8
Properties=species:S:1:pos:R:3:forces:R:3:lowdin_charge:R:1
C -0.84227 0.41214 0.22899 1.6434 -1.7622 0.9255 -0.995
C 0.60022 0.70426 0.20424 8.1164 2.0398 -5.7668 -0.139
C 1.77419 0.73657 -0.44770 -6.1864 0.2039 2.7134 0.112
H -1.50042 -1.64132 0.66740 1.7123 2.3317 -1.5556 0.153
H 0.17254 -1.47687 -0.13687 -3.0128 1.9947 1.4122 0.162
H 2.72186 0.88106 -1.13183 -2.3645 -0.3545 2.2006 0.078
N -0.75457 -0.95880 0.22739 -0.4429 -4.2952 0.1094 -0.016
S -2.17154 1.34295 0.38838 0.5345 -0.1582 -0.0387 0.645
```
Forces are in eV/Å.

[6]
C5H7NO | wB97M-V/def2-TZVPD

Its SMILES is [H]/N=C/C(C)=C\C=O. The net charge is 0. For the HOMO energy, the calculation gives -0.351 Eh. The value obtained for the energy above the lowest of the compared OMol25 structures with the same formula, charge and spin is 35.0 kcal/mol. The value obtained for the orbital gap is 9.507 eV.

The geometry in XYZ format:
```
14
Properties=species:S:1:pos:R:3:forces:R:3:lowdin_charge:R:1
C 0.39766 -1.89646 -0.00830 -0.0088 -0.0605 0.0331 -0.061
C 0.07776 -0.42396 0.02301 -0.0043 0.0664 0.1692 -0.274
C -0.17627 0.20934 -1.29338 -0.0604 0.1547 0.0239 -0.195
N -0.84377 1.28745 -1.40046 0.1500 -0.2998 -0.1374 0.117
C -0.11538 1.75155 1.28161 -0.0730 0.0644 0.2258 -0.277
O -0.60361 2.27598 2.25815 0.1732 -0.1708 -0.2957 0.039
C 0.03095 0.27710 1.16623 0.0281 -0.1302 -0.1315 -0.007
H 1.39433 -2.05454 -0.44276 -0.1797 0.0289 0.0428 0.088
H -0.31610 -2.45809 -0.62330 0.0908 0.1269 0.0942 0.083
H 0.39928 -2.32549 0.99763 -0.0017 0.1020 -0.1632 0.080
H 0.22177 -0.33639 -2.16099 -0.0206 0.1168 0.0962 0.119
H -0.90826 1.58269 -2.37568 0.0034 -0.0456 0.0796 0.061
H 0.13272 -0.24090 2.11930 -0.0003 0.0741 -0.1274 0.120
H 0.30892 2.35172 0.45895 -0.0968 -0.0273 0.0904 0.108
```
Forces are in eV/Å.

Q: Which E_tot values were calculated for the entries above? A: -346.8784; -518.8791; -17627.1800; -943.3759; -568.9061; -324.6686, in hartree.